This record from OMol25 describes one molecule with the formula C18H24BrF9NO4PS2 at a distorted geometry. The level of theory is the ωB97M-V functional and the def2-TZVPD basis.

```
60
C18H24BrF9NO4PS2 | OMol25 | the ωB97M-V functional and the def2-TZVPD basis
C 4.2391 3.5653 1.0409
C 3.3379 3.3366 2.2559
C 2.6073 1.9950 2.2106
C 1.5751 1.9749 1.1006
O 0.6697 0.8815 1.3127
C 0.3360 0.0445 0.2691
S 1.9262 -0.7987 -0.3161
C -0.2194 0.8251 -0.9610
C -1.1950 1.9619 -0.6091
C -0.8972 3.2379 -1.3591
O -0.1117 4.0638 -1.0091
F -1.6106 3.3911 -2.4863
N -0.6784 -0.0884 -2.0695
C -1.6517 0.6645 -3.1604
O -0.9237 1.0458 -4.0498
O -2.8165 0.6590 -2.8430
C -1.1321 -1.4559 -1.6019
C -2.0140 -2.1536 -2.6475
Br -2.4797 -3.9271 -1.9313
C -1.3114 -2.3212 -3.9970
C -0.2565 -3.4323 -4.0693
C -1.7262 -1.3761 -0.2111
F -2.7746 -0.4811 -0.2341
C -0.6591 -1.0143 0.8718
P 0.1308 -2.7013 1.1973
S 1.6276 -2.8512 2.4053
C -1.4435 -0.4827 2.1105
F -1.9222 0.7289 1.8290
F -2.5328 -1.2903 2.2593
C -0.8361 -0.4157 3.5706
F 0.4760 -0.2797 3.6179
F -1.3634 0.6853 4.1423
C -1.2794 -1.5781 4.5204
F -2.5077 -1.3904 4.9400
F -1.1960 -2.7743 3.9661
F -0.4829 -1.5597 5.5716
H 4.9318 4.3885 1.1988
H 4.8153 2.6581 0.8480
H 3.6439 3.7724 0.1514
H 3.9501 3.3540 3.1578
H 2.6050 4.1421 2.3310
H 2.0413 1.8983 3.1389
H 3.3108 1.1694 2.1074
H 1.0013 2.9023 1.1485
H 2.0472 1.9515 0.1185
H 1.9813 -0.2709 -1.5457
H 0.6560 1.3303 -1.3672
H -1.0386 2.2263 0.4307
H -2.2379 1.6809 -0.7179
H 0.1372 -0.2516 -2.6519
H -0.2300 -2.0628 -1.5424
H -2.9780 -1.6770 -2.7658
H -0.7853 -1.3918 -4.2107
H -2.0824 -2.4892 -4.7434
H -0.6810 -4.3819 -4.3790
H 0.4984 -3.1508 -4.8033
H 0.2799 -3.5560 -3.1267
H -2.1544 -2.3374 0.0597
H -1.0068 -3.4028 1.6071
H 0.3909 -3.1912 -0.0799
```

As for the total energy: -5666.5422 a.u. The highest occupied orbital energy is -9.5348 eV. Its molar mass is 664.4 g/mol. The value obtained for the max |F| is 1.727 eV Å⁻¹. Its charge is 0. The SMILES is CCCCO[C@]1(S)[C@H](CC(=O)F)[N@H+](C(=O)[O-])[C@H]([C@H](Br)CC)[C@H](F)[C@]1([PH2]=S)C(F)(F)C(F)(F)C(F)(F)F. The HOMO-LUMO gap is 9.39 eV.



This record from OMol25 describes C18H24BrNNiS as an isolated structure. The level of theory is the ωB97M-V functional and the def2-TZVPD basis.

```
46
C18H24BrNNiS | OMol25 | the ωB97M-V functional and the def2-TZVPD basis
Ni 0.4773 0.4631 -0.9646
C 0.9472 3.3180 0.6596
C -0.1275 2.3239 0.2982
C -0.7799 2.4072 -0.9469
C -0.5162 3.5638 -1.8758
C -1.7071 1.4092 -1.3278
C -2.3812 1.4870 -2.6733
C -1.9868 0.3454 -0.4565
C -2.8718 -0.7875 -0.9103
C -1.4524 0.3572 0.8458
C -1.8570 -0.7065 1.8337
C -0.5240 1.3350 1.2250
C 0.0362 1.3072 2.6239
H 0.5501 4.1404 1.2614
H 1.4244 3.7181 -0.2278
H 1.7456 2.8394 1.2211
H 0.0576 3.2446 -2.7480
H 0.0393 4.3607 -1.3958
H -1.4547 3.9962 -2.2230
H -2.5506 2.5165 -2.9764
H -3.3463 0.9851 -2.6693
H -1.7700 1.0253 -3.4534
H -3.9316 -0.5795 -0.7374
H -2.6288 -1.7128 -0.3926
H -2.7437 -0.9802 -1.9730
H -1.1560 -1.5479 1.8252
H -2.8457 -1.1047 1.6207
H -1.8811 -0.3158 2.8491
H -0.7001 1.6752 3.3441
H 0.9213 1.9243 2.7291
H 0.2986 0.2954 2.9351
C 3.1413 -3.4319 2.1782
C 2.4256 -3.0922 0.9031
C 2.4426 -3.9234 -0.2108
C 1.7759 -3.5646 -1.3695
C 1.1055 -2.3549 -1.3657
Br 0.1855 -1.7697 -2.9089
N 1.0732 -1.5409 -0.3221
C 1.7155 -1.9066 0.7842
H 3.5959 -4.4198 2.1207
H 2.4621 -3.4265 3.0312
H 3.9332 -2.7101 2.3820
H 2.9890 -4.8585 -0.1758
H 1.7798 -4.1904 -2.2489
H 1.6723 -1.1984 1.6047
S 2.4177 1.0845 -1.7224
```

As for the total energy: -5235.5368 a.u. The highest occupied orbital energy (alpha / beta) is -6.6671 / -6.2527 eV. Its molar mass is 425.1 g/mol. The value obtained for the max |F| is 0.735 eV Å⁻¹. Its charge is 0. Its spin multiplicity is 3. The HOMO-LUMO gap (alpha / beta) is 7.15 / 6.55 eV.



This record from OMol25 describes C18H24Cl3GeN7RuS as an isolated structure at a distorted geometry. The level of theory is the ωB97M-V functional and the def2-TZVPD basis.

```
55
C18H24Cl3GeN7RuS | OMol25 | the ωB97M-V functional and the def2-TZVPD basis
Ru 0.3711 0.2154 0.2713
N 1.1533 -4.0626 0.5849
C 0.6463 -2.8346 0.4309
S 1.8009 -1.5722 -0.0979
N -0.6182 -2.6146 0.6303
N -1.0008 -1.3134 0.4396
C -2.2476 -0.9981 0.5903
C -3.3301 -1.9490 0.8879
C -4.0900 -1.7696 2.0434
C -5.1089 -2.6602 2.3416
C -5.3836 -3.7113 1.4775
C -4.6349 -3.8824 0.3209
C -3.5987 -3.0113 0.0281
C -2.5224 0.4526 0.4242
C -3.7986 0.9872 0.3946
C -3.9567 2.3510 0.1922
C -2.8361 3.1447 0.0158
C -1.5875 2.5480 0.0407
N -1.4317 1.2373 0.2380
H 2.1287 -4.2554 0.4422
H 0.5344 -4.8214 0.8258
H -3.8792 -0.9478 2.7183
H -5.6891 -2.5317 3.2451
H -6.1847 -4.4013 1.7064
H -4.8542 -4.7003 -0.3521
H -3.0022 -3.1553 -0.8637
H -4.6515 0.3367 0.5235
H -4.9473 2.7848 0.1698
H -2.9178 4.2121 -0.1337
H -0.6799 3.1218 -0.0826
C 0.8952 0.8837 -2.1945
N 1.1996 2.2683 -1.9644
C 0.5705 3.2589 -2.8437
C 1.8178 2.6149 -0.7928
N 1.6650 1.8091 0.2398
N 2.5270 3.7503 -0.7317
C 2.9236 4.3031 0.5594
C 3.2124 4.3220 -1.8959
H 0.4254 0.7714 -3.1712
H 0.0408 0.4451 -1.5641
H 1.7711 0.2442 -2.1616
H -0.4854 3.0116 -2.9665
H 1.0442 3.2835 -3.8246
H 0.6385 4.2445 -2.3926
H 2.2915 2.0111 1.0057
H 3.8394 3.8353 0.9317
H 2.1231 4.1816 1.2877
H 3.1065 5.3674 0.4326
H 3.1590 3.6403 -2.7393
H 4.2614 4.4662 -1.6390
H 2.7832 5.2856 -2.1703
Cl 3.6650 0.5765 3.1934
Ge 2.2827 -0.8222 2.3859
Cl 2.0852 -2.5911 3.5213
Cl 0.2764 0.2578 2.6144
```

As for the total energy: -5033.7741 a.u. The highest occupied orbital energy is -13.8128 eV. Its molar mass is 650.5 g/mol. For the relative energy (zero: lowest compared OMol25 entry of this formula, charge and spin), the calculation gives 0.0 kcal per mole. The value obtained for the max |F| is 3.060 eV Å⁻¹. Its charge is +2. The HOMO-LUMO gap is 5.55 eV.



This record from OMol25 describes C18H24Cl5IrN6S2 as an isolated structure. The level of theory is the ωB97M-V functional and the def2-TZVPD basis.

```
56
C18H24Cl5IrN6S2 | OMol25 | the ωB97M-V functional and the def2-TZVPD basis
Ir 0.8342 0.2115 -0.3368
Cl 4.2765 -0.3100 1.2394
C 3.9251 1.0444 0.2238
C 2.6700 1.1649 -0.3540
C 2.4225 2.3695 -0.9836
Cl 0.7039 2.5283 -1.3813
C 3.3287 3.3862 -1.1900
Cl 2.8707 4.8219 -2.0009
C 4.6170 3.1873 -0.6906
Cl 5.8138 4.3857 -0.9364
C 4.9046 2.0275 0.0355
Cl 6.4675 1.8242 0.7083
C -1.7518 2.4183 2.5390
N -1.7495 0.9696 2.6113
C -2.9611 0.2222 2.9749
C -2.5343 -1.2454 2.7861
N -1.1036 -1.1234 2.4812
C -0.7672 0.1486 2.3163
S 0.8557 0.6640 1.8670
H -2.4587 2.7380 1.7729
H -0.7593 2.7716 2.2761
H -2.0423 2.8347 3.5030
H -3.7801 0.5148 2.3167
H -3.2376 0.4512 4.0040
H -3.0528 -1.7231 1.9563
H -2.6802 -1.8383 3.6856
H -0.6300 -1.8461 1.9483
C -5.3911 1.6749 -0.2479
C -4.2943 1.5902 -1.3089
C -3.2432 0.5805 -0.9830
N -2.0192 0.8732 -0.7437
N -1.2377 -0.2237 -0.4778
C -1.8845 -1.4104 -0.4963
N -1.2963 -2.5328 -0.2149
S -3.5835 -1.1347 -0.8934
H -6.1406 2.4114 -0.5327
H -4.9783 1.9761 0.7171
H -5.8980 0.7177 -0.1182
H -3.7873 2.5491 -1.4199
H -4.7347 1.3436 -2.2776
H 0.3527 -2.0697 -0.8914
H -1.9033 -3.3358 -0.3242
C 2.7297 -3.2256 -0.3653
C 2.3109 -2.2807 -1.4938
C 1.6959 -3.0967 -2.6434
C 3.4681 -1.4548 -2.0304
N 1.1859 -1.4608 -1.0150
H 3.5395 -3.8661 -0.7157
H 1.8940 -3.8609 -0.0673
H 3.0797 -2.6679 0.5004
H 2.4446 -3.7899 -3.0255
H 1.3804 -2.4452 -3.4590
H 0.8367 -3.6757 -2.3006
H 4.1243 -2.1068 -2.6072
H 4.0625 -1.0084 -1.2411
H 3.1055 -0.6684 -2.6950
```

As for the total energy: -4230.2709 a.u. The highest occupied orbital energy (alpha / beta) is -11.0486 / -11.0043 eV. Its molar mass is 758.0 g/mol. For the relative energy (zero: lowest compared OMol25 entry of this formula, charge and spin), the calculation gives 0.0 kcal per mole. The value obtained for the max |F| is 0.077 eV Å⁻¹. Its charge is +1. Its spin multiplicity is 2. The HOMO-LUMO gap (alpha / beta) is 6.59 / 6.06 eV.



This record from OMol25 describes C18H24CrF3N3OSSe as an isolated structure at a distorted geometry. The level of theory is the ωB97M-V functional and the def2-TZVPD basis.

```
52
C18H24CrF3N3OSSe | OMol25 | the ωB97M-V functional and the def2-TZVPD basis
Cr -0.3500 -0.3671 0.0202
F 0.6532 -2.0758 6.5382
C 0.1551 -2.9704 5.6752
F 0.9964 -4.0129 5.6389
F -1.0197 -3.3998 6.1471
C 0.0145 -2.3607 4.3054
C 1.1236 -1.8084 3.6958
C 0.9773 -1.2379 2.4498
N -0.1891 -1.1955 1.8014
C -1.2491 -1.7436 2.3940
C -1.1904 -2.3313 3.6473
H 2.0899 -1.8209 4.1818
H 1.8142 -0.7767 1.9443
H -2.1782 -1.6863 1.8438
H -2.0800 -2.7552 4.0910
Se -0.6922 1.9330 0.6904
C 0.7636 3.1147 0.3072
C 0.5821 4.4796 0.5183
C 1.6045 5.3766 0.2339
C 2.8210 4.9244 -0.2631
C 3.0076 3.5645 -0.4731
C 1.9867 2.6640 -0.1908
H -0.3646 4.8309 0.9091
H 1.4507 6.4371 0.4003
H 3.6159 5.6262 -0.4840
H 3.9542 3.2020 -0.8607
H 2.1344 1.6053 -0.3620
C -3.4496 2.9395 -2.1793
N -3.7190 1.7678 -1.3665
C -3.0968 0.5999 -1.5202
N -2.3598 0.4296 -2.6266
S -3.2560 -0.6356 -0.3627
H -3.9954 3.7834 -1.7673
H -3.7772 2.7869 -3.2096
H -2.3846 3.1901 -2.1658
H -4.1610 1.8884 -0.4750
H -2.0584 1.2296 -3.1585
H -1.7169 -0.3527 -2.5817
C 0.9686 -3.4136 -1.2767
C 0.7308 -2.2201 -2.2004
C 0.0480 -2.6932 -3.4786
C 2.0600 -1.5487 -2.5337
O -0.1195 -1.2964 -1.5501
H 1.6890 -4.1159 -1.7034
H 0.0257 -3.9367 -1.1017
H 1.3504 -3.0614 -0.3145
H 0.6292 -3.4813 -3.9672
H -0.0629 -1.8633 -4.1822
H -0.9428 -3.0878 -3.2408
H 2.7577 -2.2523 -2.9975
H 2.5138 -1.1558 -1.6196
H 1.8949 -0.7161 -3.2204
```

As for the total energy: -5083.5650 a.u. The highest occupied orbital energy (alpha / beta) is -6.9332 / -7.3015 eV. Its molar mass is 518.4 g/mol. For the relative energy (zero: lowest compared OMol25 entry of this formula, charge and spin), the calculation gives 8.8 kcal per mole. The value obtained for the max |F| is 1.270 eV Å⁻¹. Its charge is 0. Its spin multiplicity is 5. The HOMO-LUMO gap (alpha / beta) is 6.56 / 6.71 eV.



This record from OMol25 describes one molecule with the formula C18H24N2O2. The level of theory is the ωB97M-V functional and the def2-TZVPD basis.

```
46
C18H24N2O2 | OMol25 | the ωB97M-V functional and the def2-TZVPD basis
C -2.2927 -2.4139 1.4602
C -1.4205 -1.3524 0.7689
C -2.1918 -0.0780 0.6497
C -2.4771 0.8906 1.5796
C -3.2951 1.8460 0.9455
C -3.4796 1.4284 -0.3449
N -2.8178 0.2548 -0.5092
C -2.6252 -0.5252 -1.6951
C -1.1781 -1.0132 -1.6665
N -0.9944 -1.8896 -0.5300
C 0.3057 -2.5256 -0.4864
C 1.4875 -1.5297 -0.3844
O 2.1394 -1.3656 -1.6321
C 2.5808 -1.9123 0.6304
O 2.9331 -0.8751 1.5118
C 3.5163 0.2659 0.9037
C 2.4920 1.2319 0.3552
C 2.5410 1.6665 -0.9623
C 1.5455 2.4897 -1.4634
C 0.4951 2.8858 -0.6533
C 0.4503 2.4725 0.6685
C 1.4452 1.6540 1.1697
H -2.5915 -2.0644 2.4444
H -3.1837 -2.6031 0.8677
H -1.7435 -3.3456 1.5657
H -0.5472 -1.1565 1.4098
H -2.1366 0.9125 2.5962
H -3.6973 2.7355 1.3892
H -4.0280 1.8739 -1.1517
H -3.3014 -1.3885 -1.7054
H -2.8151 0.0873 -2.5799
H -0.5257 -0.1189 -1.6451
H -0.9591 -1.5894 -2.5706
H 0.4279 -3.1216 -1.3966
H 0.3080 -3.2098 0.3628
H 1.0701 -0.5690 -0.0553
H 1.5271 -0.9700 -2.2612
H 2.2496 -2.7248 1.2801
H 3.4577 -2.2457 0.0569
H 4.2089 -0.0422 0.1098
H 4.0860 0.7511 1.7044
H 3.3494 1.3432 -1.6019
H 1.5868 2.8146 -2.4935
H -0.2900 3.5138 -1.0483
H -0.3684 2.7788 1.3012
H 1.4080 1.3082 2.1924
```

As for the total energy: -960.2522 a.u. The highest occupied orbital energy is -7.9775 eV. Its molar mass is 300.4 g/mol. For the relative energy (zero: lowest compared OMol25 entry of this formula, charge and spin), the calculation gives 72.3 kcal per mole. The value obtained for the max |F| is 0.650 eV Å⁻¹. Its charge is 0. The SMILES is C[C@@H]1c2cccn2CCN1C[C@H](O)COCc1ccccc1. The HOMO-LUMO gap is 8.72 eV.



Q: Look up the charge of the fifth one.
A: 0



Q: charge of number 5 (C18H24CrF3N3OSSe)?
A: 0



Q: Number 1 is which compound?
A: C18H24BrF9NO4PS2



Q: Among the records above, which one has the highest max |F|?
A: C18H24Cl3GeN7RuS